Density functional theory data (ωB97M-V with the def2-TZVPD basis set) for a cluster of 15 separate species, C6H43NO14 in total in a non-equilibrium geometry.

The geometry in ORCA input format:
```
! wB97M-V def2-TZVPD RIJCOSX def2/J DEFGRID3
* xyz 0 1
C 0.5274 1.7428 2.8767
C -0.5355 0.9757 2.0631
N -0.1493 -0.4093 1.8452
C -0.0183 -1.3647 3.0408
C 1.2647 -1.3920 3.8670
C 1.0770 -0.6065 1.0480
C 0.8548 -0.3352 -0.4516
H -0.0643 2.5065 3.4024
H 1.2755 2.1601 2.1609
H 1.0220 1.1090 3.6002
H -1.4547 0.8296 2.6736
H -0.9176 1.5471 1.2174
H -0.2155 -2.3695 2.6188
H -0.8308 -0.9710 3.6766
H 2.2182 -1.1832 3.3398
H 1.5807 -2.3054 4.3765
H 1.0879 -0.5761 4.5944
H 1.4276 -1.6438 1.0772
H 1.8531 0.0411 1.4423
H 0.2756 -1.1086 -0.9498
H 1.8600 -0.3049 -0.8333
H 0.4305 0.6183 -0.6823
H -3.7384 -2.1671 -1.4165
H -2.3618 -2.5895 -0.7090
O -2.8335 -2.4516 -1.5635
H -1.3839 0.4634 -4.7191
H -0.3493 0.5209 -3.6379
O -1.0190 1.0822 -4.0732
H -2.6832 -2.5246 1.4348
H -1.4595 -1.7388 1.1104
O -1.8505 -2.6317 0.9365
H 0.4574 -1.4102 -3.3771
H 1.1670 -1.1680 -4.7770
O 0.9959 -0.7865 -3.9122
H 0.5377 3.5851 0.8200
H -0.4861 4.0014 -0.2352
O -0.1911 4.1957 0.6690
H 1.0655 -4.2602 -3.7623
H 1.5687 -3.0971 -2.9739
O 1.8732 -3.9268 -3.3538
H 2.4995 0.2699 -3.0560
H 3.7143 0.8918 -3.2313
O 2.8621 1.1595 -2.8421
H -4.0719 -0.1839 2.1618
H -2.8579 -0.6390 2.7665
O -3.5345 -0.9930 2.1679
H 3.0099 2.4308 0.3839
H 3.0180 3.6712 1.3113
O 3.0953 2.7086 1.3038
H 0.4973 -3.9814 0.5694
H 1.7400 -4.0627 1.5662
O 1.1440 -4.5471 0.9939
H -0.7816 2.9451 -2.4417
H -2.4573 2.8549 -2.2377
O -1.6083 3.2647 -2.0683
H -1.6140 -2.4079 -2.7876
H -0.5413 -3.1202 -2.0161
O -0.6476 -2.6311 -2.8385
H -3.2230 3.3221 2.7357
H -2.3594 3.2754 1.6518
O -3.2220 2.8758 1.8729
H 1.6786 3.0542 -2.9597
H 0.7027 4.1932 -3.0617
O 1.0794 3.5922 -2.4085
*
```

Output
max |F|: 3.038 eV Å⁻¹
DFT total energy: -37074.4054 eV
ΔE to the lowest compared entry with this formula, charge and spin: 3.364 eV
HOMO level: -8.833 eV
LUMO level: 0.1664 eV
frontier orbital gap: 9.00 eV



Density functional theory data (ωB97M-V with the def2-TZVPD basis set) for a cluster of 7 separate species, C19H38Cl6O12 in total in a non-equilibrium geometry.

The geometry in ORCA input format:
```
! wB97M-V def2-TZVPD RIJCOSX def2/J DEFGRID3
* xyz 0 1
C -7.3001 15.4116 -2.4300
Cl -6.6635 16.8409 -1.6394
Cl -8.3107 14.3260 -1.4127
H -7.9250 15.8066 -3.2310
H -6.4938 14.8358 -2.8845
C -4.6537 24.5562 -8.1783
Cl -5.2567 24.1064 -9.7821
Cl -5.8080 24.2340 -6.9406
H -3.7848 23.9395 -7.9484
H -4.4158 25.6188 -8.2266
C -11.9436 22.3814 -7.2182
Cl -11.3781 23.2597 -5.8422
Cl -13.6463 22.4472 -7.4399
H -11.5533 22.8955 -8.0966
H -11.6803 21.3238 -7.2281
C -10.4241 28.4058 -7.9197
C -9.7147 27.3174 -7.1208
O -9.8623 26.0725 -7.7894
C -8.9875 25.6478 -8.6989
O -7.9904 26.2530 -9.0396
O -9.3513 24.3968 -9.0853
C -8.5866 23.7734 -10.1448
H -9.9082 28.7806 -8.8036
H -10.6188 29.2532 -7.2624
H -11.3977 28.0688 -8.2756
H -10.2230 27.2125 -6.1624
H -8.6561 27.5232 -6.9622
H -7.7445 23.2948 -9.6449
H -8.0308 24.4520 -10.7919
H -9.1992 23.0888 -10.7315
C -7.3077 20.9517 -6.5526
C -8.7071 20.4198 -6.4686
O -8.7034 19.3668 -5.4938
C -9.7880 18.6186 -5.4136
O -10.7657 18.6335 -6.1085
O -9.6334 17.7886 -4.3705
C -10.5100 16.7167 -4.1569
H -6.6156 20.1127 -6.6247
H -7.0854 21.4742 -5.6222
H -7.1525 21.6344 -7.3880
H -9.0003 20.2314 -7.5013
H -9.3827 21.2246 -6.1787
H -11.4841 17.1452 -3.9213
H -10.2347 16.2379 -3.2171
H -10.6383 16.0356 -4.9982
C -11.7962 20.9232 -2.7119
C -11.5319 19.4106 -2.6224
O -12.0716 18.9728 -1.4103
C -12.9926 18.0385 -1.3162
O -13.3340 17.2660 -2.2307
O -13.2439 17.7750 0.0205
C -13.9033 16.5428 0.3846
H -11.3290 21.1877 -3.6604
H -11.1599 21.5305 -2.0682
H -12.8213 21.2496 -2.5366
H -10.4758 19.1558 -2.5329
H -12.1759 18.9271 -3.3570
H -13.2180 15.7017 0.2799
H -14.8365 16.5463 -0.1787
H -14.2740 16.5776 1.4091
C -9.6396 14.9689 -7.8436
C -8.6956 14.7278 -6.6796
O -9.0169 13.5634 -5.9291
C -8.0842 12.8782 -5.2220
O -6.9827 13.3144 -4.9435
O -8.6247 11.5938 -4.9314
C -7.8828 10.8368 -3.9086
H -9.6268 14.2376 -8.6518
H -9.4517 15.9875 -8.1831
H -10.6922 14.9809 -7.5607
H -8.5063 15.6109 -6.0695
H -7.6928 14.5848 -7.0823
H -8.4959 10.1328 -3.3461
H -7.2230 11.5168 -3.3696
H -7.0963 10.2746 -4.4121
*
```

Output
max |F|: 4.240 eV Å⁻¹
DFT total energy: -120022.4691 eV
SMILES: CCOC(=O)OC.CCOC(=O)OC.CCOC(=O)OC.CCOC(=O)OC.ClCCl.ClCCl.ClCCl
ΔE to the lowest compared entry with this formula, charge and spin: 2.246 eV
HOMO level: -10.544 eV
LUMO level: 0.4855 eV
frontier orbital gap: 11.03 eV



Density functional theory data (ωB97M-V with the def2-TZVPD basis set) for the ion C5H10N with charge +1 in a non-equilibrium geometry.

The geometry in ORCA input format:
```
! wB97M-V def2-TZVPD RIJCOSX def2/J DEFGRID3
* xyz 1 1
C 0.1298 0.6707 -1.6007
C 0.2557 1.3045 -0.1979
C -1.1213 -0.9095 -0.1722
C 0.1214 -0.7006 -0.9504
C 0.0484 -0.0681 0.4249
N 0.6155 -0.4179 1.7045
H -0.9362 0.9785 -1.8910
H 0.9064 0.8628 -2.3610
H 1.1387 1.8868 0.1563
H -0.7134 1.9489 -0.0825
H -2.0069 -0.4801 -0.5646
H -1.5787 -1.8378 0.3773
H 0.6917 -1.6062 -1.3702
H 0.2157 -0.0616 2.6163
H 1.6772 -0.2037 1.7737
H 0.5561 -1.3667 2.1376
*
```

Output
max |F|: 4.863 eV Å⁻¹
DFT total energy: -6827.3662 eV
SMILES: [NH3+][C@@]12CC[C@@H]1C2
ΔE to the lowest compared entry with this formula, charge and spin: 2.836 eV
HOMO level: -14.434 eV
LUMO level: -3.9217 eV
frontier orbital gap: 10.51 eV



Density functional theory data (ωB97M-V with the def2-TZVPD basis set) for a structure of composition C14H29AlINOP2 in a non-equilibrium geometry.

The geometry in ORCA input format:
```
! wB97M-V def2-TZVPD RIJCOSX def2/J DEFGRID3
* xyz 2 1
C -1.2000 -1.2729 -0.0319
I 0.7860 -0.0675 1.1470
H -0.9691 -1.3538 1.0830
H -0.5827 -0.8973 -0.9289
H -1.6585 -2.2322 -0.3723
Al -0.4640 1.3506 -3.7073
P 0.8633 -3.1871 -0.2359
C 2.5493 -2.5453 -0.5494
C 0.9917 -3.7167 1.5288
H 1.2911 -4.7731 1.5909
H 1.7776 -5.4263 -0.8478
H -0.0030 -3.6315 1.9872
H -0.0211 -5.3488 -0.9974
H 2.8483 -1.8153 0.2082
H 1.7164 -3.0843 2.0622
C 0.9213 -4.7966 -1.1368
H 3.2999 -3.3393 -0.5850
H 1.0178 -4.5302 -2.2002
H 2.5273 -2.0410 -1.5205
P -2.3916 0.7721 -0.9670
C -2.0631 2.6168 -0.8046
C -4.0959 0.7720 -1.6812
H -3.1839 -0.4816 0.8883
H -3.8772 1.1943 0.8812
H -2.1348 0.8699 1.4597
C -2.9562 0.5855 0.7809
H -4.5729 -0.1688 -1.3505
H -4.6411 1.6406 -1.2789
H -2.8773 3.0284 -0.1699
H -2.0340 3.1426 -1.7752
H -4.0691 0.8093 -2.7829
H -1.0916 2.7823 -0.3071
C 0.5923 1.3194 -2.0186
O 0.9090 0.2235 -2.6953
C -0.5542 2.1769 3.2589
C 0.3374 1.8330 2.1280
C 1.0855 2.8353 1.5851
C 2.2881 2.5045 0.9408
C 2.1939 1.9810 -0.3530
C 3.4433 1.7569 -1.1210
N 1.0387 1.8550 -0.9800
H 0.0135 2.8243 3.9667
H -0.9948 1.3871 3.8667
H -1.4223 2.7652 2.9058
H 0.7955 3.9090 1.5860
H 3.2717 2.6033 1.4052
H 3.9326 2.7457 -1.1812
H 4.0944 1.0746 -0.5495
H 3.2724 1.3505 -2.1313
*
```

Output
max |F|: 5.745 eV Å⁻¹
DFT total energy: -51776.5621 eV
HOMO level (spin up / spin down): -14.414 / -14.373 eV
LUMO level (spin up / spin down): -8.6805 / -8.8624 eV
frontier orbital gap (spin up / spin down): 5.73 / 5.51 eV